[1]
This record from the Open Molecules 2025 dataset describes 2 unconnected molecules or ions with the total composition C2H4OS at a distorted geometry. The level of theory is the ωB97M-V functional and the def2-TZVPD basis.

The geometry in XYZ format:
```
8
Properties=species:S:1:pos:R:3:forces:R:3:nbo_charge:R:1
C 1.08886 -0.05756 1.36445 -0.52 2.10 -2.34 -0.38
C 0.11961 -0.46368 0.54051 0.47 -0.60 0.92 -0.38
O -1.47214 1.18022 -3.12905 0.15 0.20 -0.15 -0.67
S -2.19683 0.17291 -2.33403 -0.21 -0.20 0.10 0.68
H 1.54268 0.93212 1.16051 -0.35 -0.52 -0.22 0.19
H 1.60226 -0.46290 2.17014 0.02 -1.54 1.47 0.20
H -0.49147 -1.34501 0.55688 0.29 -0.85 0.84 0.19
H -0.19296 0.04389 -0.32941 0.15 1.41 -0.63 0.18
```
Forces are in eV/Å.

## Properties
- 2S+1: 1
- Charge: 0
- E_tot: -15018.284 eV
- SMILES: C=C.O=S
- Relative energy (zero: lowest compared OMol25 entry of this formula, charge and spin): 73.36 kcal/mol

=====

[2]
This record from the Open Molecules 2025 dataset describes C2H4OS2 in the gas phase at a distorted geometry. The level of theory is the ωB97M-V functional and the def2-TZVPD basis.

The geometry in XYZ format:
```
9
Properties=species:S:1:pos:R:3:forces:R:3:nbo_charge:R:1
C -1.03838 0.06389 0.43872 -0.93 0.81 -0.86 -0.71
C 1.60463 -0.34006 -0.36539 0.52 -0.50 1.68 -0.74
O -3.33016 1.20059 0.19571 0.16 -1.04 -0.61 -0.90
S -2.54677 0.01849 -0.27139 1.31 1.54 1.78 1.14
S 0.06722 -1.23066 0.15345 0.34 0.30 -0.81 0.28
H -0.68804 0.97831 0.99162 -0.65 -0.95 -0.47 0.24
H 2.28270 -1.18199 -0.14307 0.29 0.73 0.21 0.23
H 1.73553 0.50440 0.35846 0.17 -0.84 -0.58 0.22
H 1.91328 -0.01298 -1.35810 -1.21 -0.05 -0.34 0.23
```
Forces are in eV/Å.

## Properties
- 2S+1: 1
- Charge: 0
- E_tot: -25854.878 eV
- Relative energy (zero: lowest compared OMol25 entry of this formula, charge and spin): 37.29 kcal/mol

=====

[3]
This record from the Open Molecules 2025 dataset describes C2H4OS2 in the gas phase at a distorted geometry. The level of theory is the ωB97M-V functional and the def2-TZVPD basis.

The geometry in XYZ format:
```
9
Properties=species:S:1:pos:R:3:forces:R:3:nbo_charge:R:1
C 1.69180 2.05686 1.96107 0.08 0.16 -0.06 -0.68
C 1.33198 0.81420 1.21374 -0.10 0.29 0.26 -0.28
H 2.38385 2.66375 1.36378 -0.08 -0.04 0.08 0.23
H 2.22653 1.79456 2.88178 -0.06 -0.02 -0.10 0.24
H 0.80898 2.64741 2.21061 0.10 -0.07 -0.04 0.23
H 2.18663 0.18259 0.94050 -0.23 0.08 -0.01 0.19
O -0.95034 -0.92600 -0.68968 -2.11 -1.18 -0.66 -0.74
S -0.97948 -1.41815 -2.10484 0.57 -0.20 -0.96 0.51
S -0.15465 0.34899 0.79683 1.81 0.99 1.49 0.30
```
Forces are in eV/Å.

## Properties
- 2S+1: 1
- Charge: 0
- E_tot: -25852.346 eV
- Relative energy (zero: lowest compared OMol25 entry of this formula, charge and spin): 95.68 kcal/mol